[1]
{"formula": "C4H8O2", "method": "ωB97M-V/def2-TZVPD", "fmax_ha_per_bohr": 0.007, "smiles": "CO[C@H]1C[C@H]1O", "e_tot_ha": -307.62625, "homo_lumo_gap_ev": 10.445, "total_charge": 0, "lumo_ev": 1.005, "elements": ["C", "O", "C", "C", "C", "O", "H", "H", "H", "H", "H", "H", "H", "H"], "coordinates": [[-0.178, 1.182, -1.554], [-0.455, -0.098, -1.026], [0.505, -0.550, -0.119], [0.594, 0.141, 1.220], [-0.094, -1.194, 1.091], [-1.479, -1.260, 1.169], [0.771, 1.190, -2.106], [-0.128, 1.940, -0.761], [-0.994, 1.428, -2.238], [1.405, -0.960, -0.579], [-0.060, 0.998, 1.372], [1.562, 0.198, 1.710], [0.386, -2.072, 1.519], [-1.804, -0.905, 0.327]], "forces_ev_per_a": [[0.03, 0.23, -0.13], [-0.03, -0.03, 0.03], [0.11, -0.09, -0.03], [0.03, 0.12, 0.13], [0.33, -0.14, 0.12], [-0.15, 0.09, -0.18], [-0.12, -0.03, 0.06], [-0.01, -0.12, -0.12], [0.13, -0.02, 0.09], [-0.16, 0.09, 0.11], [0.10, -0.19, -0.02], [-0.16, -0.02, -0.07], [-0.04, 0.17, -0.11], [-0.07, -0.05, 0.14]]}

[2]
{"formula": "C5H7N3S", "method": "ωB97M-V/def2-TZVPD", "fmax_ha_per_bohr": 0.068, "e_tot_ha": -757.00534, "homo_lumo_gap_ev": 9.186, "total_charge": 0, "lumo_ev": 0.904, "elements": ["C", "C", "C", "C", "C", "N", "N", "N", "S", "H", "H", "H", "H", "H", "H", "H"], "coordinates": [[-1.441, -0.012, -2.567], [-2.059, 1.203, -2.807], [-1.769, 0.610, -0.383], [0.750, -0.244, 2.237], [0.586, -0.137, 0.772], [-1.413, -0.293, -1.248], [0.108, -1.571, 2.118], [0.149, -1.354, 0.671], [-2.246, 2.004, -1.294], [-1.248, -0.857, -3.291], [-2.443, 1.523, -3.745], [1.620, -0.460, 2.731], [0.158, 0.368, 2.956], [-1.083, -1.179, -0.956], [0.635, 0.597, -0.077], [0.631, -2.351, 2.453]], "forces_ev_per_a": [[-1.95, 0.21, -2.89], [1.42, -1.61, 0.29], [-0.79, 2.03, 1.56], [-2.70, 0.43, 1.68], [0.19, -0.59, -0.49], [0.25, -0.12, -0.64], [-1.20, 1.20, -1.86], [0.38, -0.53, 0.37], [-0.34, -0.95, 0.10], [-0.15, 1.34, 0.81], [0.19, 0.46, -0.52], [3.05, 0.38, 0.48], [0.27, 0.20, -0.92], [0.52, -0.95, 0.81], [0.24, -0.80, 1.42], [0.61, -0.68, -0.20]]}

[3]
{"formula": "C3H4O2", "method": "ωB97M-V/def2-TZVPD", "fmax_ha_per_bohr": 0.060, "e_tot_ha": -267.03709, "homo_lumo_gap_ev": 10.265, "total_charge": 0, "lumo_ev": 0.486, "elements": ["C", "C", "C", "O", "O", "H", "H", "H", "H"], "coordinates": [[-0.499, 0.814, -0.223], [-0.832, 0.703, -1.352], [1.868, -0.500, 2.398], [2.902, -0.705, 2.001], [-1.228, 0.403, -2.611], [-0.130, 1.066, 0.738], [0.259, -1.456, 1.044], [-0.143, -0.945, 0.575], [-2.196, 0.620, -2.570]], "forces_ev_per_a": [[0.51, 1.01, 1.14], [-0.71, -0.93, -2.87], [0.44, 0.15, 0.19], [-0.19, 0.00, 0.03], [-0.94, 0.95, 1.96], [-0.06, 0.09, 0.09], [-1.02, 0.79, -1.05], [0.93, -1.68, 1.08], [1.05, -0.38, -0.58]]}

[4]
{"formula": "C4H12NO", "method": "ωB97M-V/def2-TZVPD", "spin_multiplicity": 2, "fmax_ha_per_bohr": 0.062, "e_tot_ha": -289.47301, "homo_lumo_gap_ev": [10.730, 8.915], "total_charge": 0, "lumo_ev": [0.971, -1.033], "elements": ["O", "C", "C", "N", "C", "C", "H", "H", "H", "H", "H", "H", "H", "H", "H", "H", "H", "H"], "coordinates": [[1.280, -0.121, -1.353], [2.103, 0.578, -0.390], [2.069, -0.410, 0.950], [0.713, -1.005, 0.886], [-2.161, 0.515, 0.385], [-2.262, -0.103, -1.030], [0.537, -0.561, -0.809], [3.158, 0.737, -0.749], [1.731, 1.618, -0.160], [2.841, -1.137, 0.695], [2.344, 0.179, 1.888], [-2.207, 1.665, 0.318], [0.598, -1.404, 1.815], [-1.132, 0.233, 0.774], [-2.867, 0.118, 1.147], [-3.284, -0.135, -1.444], [-1.655, 0.350, -1.920], [-1.806, -1.116, -1.004]], "forces_ev_per_a": [[0.02, 0.52, 1.06], [-0.48, -0.86, 0.89], [-0.69, 2.46, -1.87], [2.02, 0.26, 1.32], [1.50, 1.20, -0.30], [0.79, -0.23, -1.45], [1.55, 0.92, -0.97], [-1.08, -0.61, 0.08], [-0.05, -1.08, -0.08], [-0.10, -0.41, 0.38], [-0.55, -1.04, -1.00], [-0.12, -1.76, 0.39], [-0.49, -0.28, 0.17], [-1.20, 0.65, -0.33], [0.13, 0.31, -0.85], [0.29, -0.25, 0.44], [-0.79, -0.02, 2.06], [-0.77, 0.22, 0.05]]}